[1]
A molecular structure, H16N3O17Zn2 in a non-equilibrium geometry, computed with the ωB97M-V functional and the def2-TZVPD basis.

As for the orbital gap: 2.392 eV. As for the total charge: +1. The calculation puts the LUMO energy at -8.6 eV. The calculation puts the energy at -5010.908417 a.u.

Last column: Löwdin charge in e.
Atoms and positions in Å:
Zn -1.887 -2.548 1.514  1.242
Zn 1.069 -0.913 -2.451  0.816
N -0.536 0.057 0.057  -0.475
O 0.220 0.071 -0.941  -0.002
O -0.529 1.044 0.801  0.018
O -1.210 -0.901 0.276  -0.025
N 2.115 -3.373 -0.382  -0.641
O 2.208 -4.502 -0.487  0.145
O 2.501 -2.832 0.677  -0.047
O 1.603 -2.577 -1.178  -0.083
N 0.265 1.668 -4.130  -0.620
O 0.059 1.881 -5.264  0.085
O 0.144 2.644 -3.345  -0.007
O 0.680 0.564 -3.774  -0.098
O 0.046 -2.574 2.162  -0.002
H 0.913 -2.613 1.757  0.046
H 0.169 -2.028 2.939  0.090
O -1.149 3.588 -0.331  -0.032
H -1.992 3.205 -0.578  0.026
H -0.560 2.838 -0.248  -0.017
O 2.963 -0.102 -2.051  0.012
H 3.603 -0.060 -1.340  0.100
H 3.455 0.154 -2.832  0.092
O 2.321 2.397 0.822  -0.032
H 1.452 2.155 1.141  -0.012
H 2.207 2.513 -0.121  0.034
O -0.705 -1.762 -2.781  0.005
H -1.470 -1.189 -2.733  0.094
H -1.045 -2.634 -2.581  0.094
O -3.212 0.971 2.013  -0.013
H -4.008 1.500 1.957  0.090
H -2.551 1.483 1.549  0.039
O -2.138 -1.187 2.986  -0.021
H -2.626 -0.442 2.634  0.000
H -1.840 -0.894 3.847  0.108
O -0.282 1.825 3.588  -0.017
H -0.174 1.044 4.131  0.023
H -0.079 1.530 2.700  -0.016

---

[2]
A gas-phase ion, C8H10ClOS (charge +1) in a non-equilibrium geometry, computed with the ωB97M-V functional and the def2-TZVPD basis.

As for the orbital gap: 9.303 eV. As for the total charge: +1. The calculation puts the LUMO energy at -4.1 eV. The relative energy (zero: lowest compared OMol25 entry of this formula, charge and spin) is 0.0 kcal/mol. The calculation puts the energy at -1244.093509 a.u.

Last column: Löwdin charge in e.
Atoms and positions in Å:
C 1.620 -2.265 0.540  -0.035
C 2.904 -1.785 0.249  -0.061
C 0.593 -1.355 0.632  -0.052
C 3.286 -0.497 0.161  -0.042
C 0.900 -0.008 0.431  -0.288
C 2.226 0.459 0.250  -0.565
C -0.846 2.238 -1.162  -0.091
C -2.068 0.598 0.640  -0.143
O -0.263 2.249 1.392  -0.353
S -0.435 1.288 0.380  0.865
Cl 2.345 2.163 -0.062  0.783
H 1.547 -3.293 0.698  0.104
H 3.552 -2.628 -0.126  0.150
H -0.446 -1.574 0.914  0.121
H 4.184 -0.245 -0.353  0.121
H -0.079 2.980 -1.481  0.089
H -1.846 2.624 -0.906  0.083
H -0.915 1.560 -1.932  0.042
H -2.701 1.499 0.522  0.085
H -2.382 0.041 1.611  0.142
H -2.059 -0.052 -0.187  0.045

---

[3]
A molecular structure, C17H14IrN3OS2Se in a non-equilibrium geometry, computed with the ωB97M-V functional and the def2-TZVPD basis.

As for the orbital gap (alpha / beta): 7.378 / 5.213 eV. As for the total charge: 0. As for the multiplicity: 5. The calculation puts the LUMO energy (alpha / beta) at -0.9 / -3.2 eV. The relative energy (zero: lowest compared OMol25 entry of this formula, charge and spin) is 18.4 kcal/mol. The calculation puts the energy at -4197.705016 a.u. Its expectation value of S² is 6.04.

Last column: Löwdin charge in e.
Atoms and positions in Å:
Ir 1.609 3.075 -1.463  0.853
C 3.488 0.351 -2.468  -0.008
C 2.272 0.566 -1.629  -0.286
N 2.370 1.361 -0.552  -0.164
N 1.676 1.062 0.541  -0.036
C 1.210 2.007 1.302  -1.091
S 1.177 3.672 0.880  0.653
S 0.509 1.488 2.847  0.878
C -1.125 0.954 2.160  -0.382
C -1.599 -0.326 2.774  -0.307
C -2.300 -0.322 3.976  -0.050
C -2.772 -1.508 4.518  -0.084
C -2.549 -2.710 3.862  -0.091
C -1.837 -2.722 2.671  -0.079
C -1.362 -1.537 2.131  -0.039
C 1.031 -0.126 -1.862  -0.123
C 0.998 -1.474 -2.250  -0.027
C -0.193 -2.151 -2.323  -0.086
C -1.392 -1.473 -2.060  -0.070
C -1.401 -0.136 -1.747  -0.011
C -0.193 0.594 -1.642  -0.366
O -0.233 1.868 -1.414  -0.218
H 4.348 0.145 -1.830  0.096
H 3.717 1.231 -3.069  0.065
H 3.318 -0.470 -3.159  0.084
H -0.975 0.832 1.089  0.059
H -1.825 1.767 2.342  0.085
H -2.472 0.617 4.490  0.115
H -3.320 -1.494 5.451  0.103
H -2.935 -3.633 4.273  0.101
H -1.652 -3.658 2.159  0.103
H -0.799 -1.547 1.203  0.110
H 1.927 -1.999 -2.438  0.114
H -0.204 -3.204 -2.568  0.102
H -2.332 -2.008 -2.118  0.109
H -2.325 0.403 -1.580  0.121
Se 1.704 4.729 -3.195  0.565
C 2.096 3.330 -4.300  -0.858
N 2.347 2.447 -5.002  0.059

---

[4]
A molecular structure, C22H42Cl3N2O3SSiTb in a non-equilibrium geometry, computed with the ωB97M-V functional and the def2-TZVPD basis.

As for the orbital gap (alpha / beta): 8.396 / 6.690 eV. As for the total charge: 0. As for the multiplicity: 7. The calculation puts the LUMO energy (alpha / beta) at 0.2 / 0.2 eV. The relative energy (zero: lowest compared OMol25 entry of this formula, charge and spin) is 56.2 kcal/mol. The calculation puts the energy at -4091.614276 a.u. Its expectation value of S² is 12.68.

Last column: Löwdin charge in e.
Atoms and positions in Å:
C 1.976 2.365 -2.907  -0.037
C 2.944 1.324 -2.446  -0.227
H 2.423 3.347 -3.035  0.069
H 1.145 2.445 -2.208  0.027
H 1.540 2.073 -3.866  0.097
C 4.272 1.455 -2.422  -0.116
C 5.082 2.636 -2.836  -0.091
H 4.855 0.605 -2.082  0.102
H 4.478 3.489 -3.134  0.059
H 5.733 2.386 -3.678  0.075
H 5.743 2.963 -2.030  0.069
Tb 0.000 0.000 0.000  0.442
Cl -0.890 -1.077 -1.849  0.054
Cl -0.959 2.038 -0.563  0.029
C 1.017 -2.790 0.027  -0.291
O 0.713 -1.833 0.759  -0.177
N 1.537 -3.930 0.481  -0.151
C 1.843 -4.115 1.884  -0.015
C 1.901 -4.995 -0.429  -0.029
H 0.850 -2.750 -1.048  0.090
H 1.459 -3.270 2.442  0.087
H 2.922 -4.186 2.029  0.095
H 1.383 -5.032 2.251  0.096
H 1.662 -4.704 -1.447  0.096
H 1.362 -5.910 -0.182  0.094
H 2.971 -5.188 -0.377  0.086
H 2.523 3.128 -0.091  0.093
H 4.570 1.834 0.621  0.089
C 2.140 3.071 0.925  -0.012
C 4.174 1.874 1.636  -0.029
N 2.729 1.924 1.593  -0.152
H 1.065 2.951 0.878  0.036
C 1.998 0.872 1.934  -0.291
O 0.763 0.779 1.820  -0.172
H 4.503 0.991 2.176  0.089
H 2.582 0.052 2.372  0.153
H 2.402 3.980 1.466  0.100
H 4.568 2.758 2.135  0.095
O 1.708 0.359 -0.686  -0.371
C 2.250 0.066 -1.942  -0.370
C 3.833 -1.481 -0.722  -0.043
C 3.152 -1.146 -1.886  -0.190
H 3.670 -0.876 0.157  0.105
C 4.689 -2.573 -0.685  -0.088
H 1.448 -0.164 -2.652  0.096
C 3.326 -1.948 -3.010  -0.018
H 5.222 -2.812 0.228  0.101
C 4.866 -3.359 -1.816  -0.109
C 4.173 -3.046 -2.978  -0.081
H 2.791 -1.703 -3.919  0.125
H 5.533 -4.211 -1.791  0.100
H 4.296 -3.658 -3.863  0.102
Si -3.893 6.360 -0.961  0.117
Cl -2.425 7.423 -2.026  0.260
C -3.421 6.423 0.844  -0.216
C -3.890 4.610 -1.613  -0.213
C -5.527 7.207 -1.275  -0.221
H -2.446 5.971 1.014  0.029
H -4.149 5.884 1.452  0.031
H -3.380 7.449 1.206  0.026
H -5.508 8.242 -0.935  0.026
H -6.333 6.697 -0.747  0.031
H -5.773 7.211 -2.336  0.028
H -2.920 4.136 -1.468  -0.011
H -4.116 4.584 -2.677  0.030
H -4.637 4.006 -1.098  0.034
C -4.109 -1.243 1.260  -0.383
S -2.429 -0.595 0.981  0.676
C -1.784 -1.285 2.545  -0.394
H -4.682 -1.128 0.316  0.044
H -4.632 -0.648 2.035  0.044
H -4.079 -2.324 1.516  0.049
H -2.536 -1.178 3.356  0.051
H -1.478 -2.343 2.419  0.045
H -0.940 -0.664 2.898  0.024

---

[5]
A single C10H6N2O2S molecule in a non-equilibrium geometry, computed with the ωB97M-V functional and the def2-TZVPD basis.

As for the orbital gap (alpha / beta): 5.411 / 7.663 eV. As for the total charge: 0. The calculation puts the LUMO energy (alpha / beta) at -3.1 / -2.3 eV. The relative energy (zero: lowest compared OMol25 entry of this formula, charge and spin) is 70.9 kcal/mol. The calculation puts the energy at -1042.630837 a.u.

Last column: Löwdin charge in e.
Atoms and positions in Å:
C 2.678 1.831 -0.089  -0.240
C -2.899 -0.933 0.117  -0.196
C 0.251 -0.552 -1.623  -0.046
C 0.608 -0.669 1.695  -0.002
C 1.159 0.461 -1.331  -0.048
C 1.512 0.284 1.273  -0.067
C -0.568 -1.342 -0.721  -0.139
C -0.505 -1.352 0.850  -0.127
C 1.733 0.848 -0.022  -0.244
C -1.553 -0.522 0.162  -0.327
N 3.437 2.674 0.051  0.197
N -4.007 -1.254 0.045  0.196
O -1.426 1.769 -1.295  -0.320
O -2.070 2.071 1.064  -0.321
S -1.201 1.455 0.086  0.889
H 0.050 -0.664 -2.659  0.110
H 0.784 -1.276 2.640  0.130
H 1.643 0.907 -2.197  0.121
H 2.208 0.732 2.025  0.136
H -1.106 -2.089 -1.282  0.144
H -0.729 -2.380 1.212  0.156

---

[6]
A molecular structure, C48H68N3O2P3PbSSi in a non-equilibrium geometry, computed with the ωB97M-V functional and the def2-TZVPD basis.

As for the orbital gap: 5.035 eV. As for the total charge: +2. The calculation puts the LUMO energy at -6.7 eV. The calculation puts the energy at -4088.691648 a.u.

Last column: Löwdin charge in e.
Atoms and positions in Å:
Pb 1.465 -0.968 -0.176  1.173
C -2.810 -2.802 -3.555  -0.101
C -1.545 -3.582 -3.200  -0.520
C -0.590 -3.479 -4.384  -0.122
P -0.752 -2.946 -1.593  1.045
C 0.189 -4.463 -0.944  -0.545
C -0.566 -5.754 -0.648  -0.100
C 1.376 -4.749 -1.866  -0.118
C -2.302 -2.878 -0.593  -0.374
C -3.201 -3.947 -0.643  -0.109
C -4.476 -3.853 -0.121  -0.041
C -4.905 -2.646 0.403  -0.041
C -4.026 -1.586 0.466  -0.119
C -2.702 -1.679 0.010  -0.317
Si -1.746 -0.079 0.484  0.976
C -1.937 -0.115 2.375  -0.279
C -2.378 -1.302 2.968  -0.108
C -2.756 -1.326 4.294  -0.043
C -2.724 -0.164 5.049  -0.032
C -2.245 1.004 4.488  -0.081
C -1.805 1.031 3.168  -0.383
P -0.965 2.444 2.367  1.069
C -1.824 3.912 3.208  -0.509
C -1.952 5.034 2.179  -0.150
C -1.255 4.487 4.502  -0.098
C 0.760 2.168 3.110  -0.521
C 0.866 1.695 4.557  -0.092
C 1.641 3.396 2.886  -0.123
C -2.100 1.226 -0.873  -0.244
C -3.151 0.764 -1.696  -0.107
C -3.969 1.610 -2.413  -0.045
C -3.820 2.977 -2.248  -0.024
C -2.732 3.447 -1.543  -0.108
C -1.787 2.607 -0.952  -0.372
P -0.266 3.496 -0.397  1.056
C 1.031 2.338 -1.142  -0.561
C 0.990 2.216 -2.657  -0.091
C 2.418 2.764 -0.675  -0.123
C -0.075 4.953 -1.618  -0.521
C -0.472 6.246 -0.902  -0.133
C -0.675 4.923 -3.032  -0.117
H -3.143 -3.099 -4.548  0.090
H -2.606 -1.732 -3.576  0.073
H -3.621 -2.993 -2.859  0.066
H -1.794 -4.637 -3.052  0.100
H -0.416 -2.439 -4.643  0.068
H -1.049 -3.963 -5.243  0.090
H 0.361 -3.965 -4.200  0.046
H 0.589 -4.092 0.005  0.045
H -1.061 -6.151 -1.531  0.078
H -1.298 -5.622 0.147  0.067
H 0.153 -6.503 -0.317  0.086
H 1.049 -5.286 -2.752  0.078
H 2.104 -5.380 -1.361  0.083
H 1.872 -3.825 -2.165  0.051
H -2.917 -4.867 -1.125  0.094
H -5.137 -4.705 -0.148  0.118
H -5.915 -2.528 0.759  0.118
H -4.370 -0.649 0.877  0.116
H -2.418 -2.215 2.402  0.092
H -3.091 -2.249 4.738  0.115
H -3.041 -0.174 6.080  0.119
H -2.195 1.898 5.088  0.101
H -2.832 3.522 3.405  0.107
H -0.977 5.459 1.960  0.056
H -2.586 5.828 2.568  0.089
H -2.392 4.666 1.252  0.046
H -0.311 4.993 4.323  0.072
H -1.111 3.738 5.275  0.052
H -1.957 5.226 4.887  0.091
H 1.133 1.352 2.469  0.043
H 0.544 2.454 5.262  0.069
H 1.910 1.471 4.773  0.087
H 0.287 0.792 4.733  0.064
H 1.541 4.102 3.706  0.071
H 1.381 3.908 1.960  0.033
H 2.687 3.098 2.832  0.078
H -3.355 -0.293 -1.755  0.076
H -4.740 1.207 -3.054  0.119
H -4.518 3.667 -2.694  0.123
H -2.590 4.511 -1.451  0.090
H 0.801 1.338 -0.699  -0.025
H 1.235 3.170 -3.110  0.077
H 0.010 1.902 -3.008  0.082
H 1.732 1.494 -2.988  0.057
H 2.623 3.795 -0.952  0.082
H 3.180 2.142 -1.141  0.069
H 2.526 2.677 0.403  0.034
H 1.018 4.982 -1.704  0.087
H -1.535 6.288 -0.681  0.067
H -0.231 7.097 -1.535  0.086
H 0.075 6.356 0.032  0.064
H -1.511 5.614 -3.108  0.081
H -1.029 3.943 -3.341  0.056
H 0.071 5.249 -3.755  0.087
C 1.826 -1.092 -3.653  -0.059
C 3.175 -0.870 -3.053  -0.320
C 4.288 -0.864 -3.912  0.011
C 5.542 -0.709 -3.395  0.040
C 5.703 -0.476 -2.015  -0.141
C 6.969 -0.245 -1.447  -0.011
C 7.084 0.018 -0.108  -0.045
C 5.941 0.066 0.692  -0.095
C 4.684 -0.164 0.170  -0.579
S 3.333 -0.056 1.300  0.576
C 4.531 -0.459 -1.205  -0.246
N 3.303 -0.711 -1.746  -0.009
H 1.687 -0.442 -4.517  0.106
H 1.030 -0.906 -2.932  0.013
H 1.747 -2.120 -4.008  0.074
H 4.133 -0.991 -4.971  0.128
H 6.415 -0.760 -4.028  0.133
H 7.833 -0.262 -2.092  0.124
H 8.050 0.202 0.333  0.119
H 6.024 0.288 1.745  0.107
C -0.262 -4.804 3.903  -0.015
O -0.535 -3.665 3.094  0.004
C 0.366 -3.119 2.306  -0.567
O 0.041 -2.178 1.594  -0.141
N 1.614 -3.644 2.273  0.038
N 2.572 -3.099 1.402  0.011
H -1.223 -5.071 4.339  0.110
H 0.443 -4.567 4.702  0.108
H 0.099 -5.645 3.309  0.104
H 1.916 -4.299 2.985  0.152
H 3.086 -3.848 0.943  0.115
H 3.230 -2.498 1.905  0.043